Entry from the Open Molecules 2025 dataset: a 2-piece molecular cluster, CH5FSi overall in a non-equilibrium geometry (ωB97M-V/def2-TZVPD).

The calculation puts the total energy at -11709.841 eV. The maximum force is 5.26 eV Å⁻¹. The value obtained for the HOMO energy is -9.16 eV.

Element x y z (Å)
C -1.271 0.601 -0.100
F -1.896 -0.582 -0.040
Si 1.106 -0.394 0.060
H -1.423 0.965 -1.126
H -1.356 1.380 0.603
H 1.654 -0.443 1.540
H 2.137 0.201 -0.689
H 1.049 -1.728 -0.248

Let us look at the Löwdin charges, expressed in e, one per atom:
1. C -0.1944
2. F -0.1198
3. Si 0.7116
4. H 0.0453
5. H 0.0158
6. H -0.1042
7. H -0.1761
8. H -0.1781